# C2H3BrS

2 unconnected molecules or ions with the total composition C2H3BrS (ωB97M-V/def2-TZVPD, the Open Molecules 2025 dataset).

As for the net charge: 0. The value obtained for the HOMO-LUMO gap is 10.43 eV. The calculation puts the lowest unoccupied orbital energy at 0.20 eV. The value obtained for the electronic energy is -3050.1059 Ha.

Last columns: bonded neighbours and bond lengths (Å).
Atoms and positions in Å:
1 C -3.57373 -1.45536 1.20013  S3 1.489
2 C -0.51197 0.91948 -0.34031  Br4 1.999, H5 1.048, H6 1.069, H7 1.078
3 S -4.31153 -0.28400 0.65211  C1 1.489
4 Br -1.64681 -0.21617 -1.53052  C2 1.999
5 H 0.27118 1.43960 -0.80374  C2 1.048
6 H 0.03814 0.36210 0.38797  C2 1.069
7 H -1.06720 1.59326 0.29245  C2 1.078